{"formula": "C34H46BaN6O2S2Te", "method": "the ωB97M-V functional and the def2-TZVPD basis", "symbols": ["Ba", "C", "N", "C", "C", "N", "C", "C", "C", "C", "C", "C", "C", "S", "C", "C", "C", "C", "C", "C", "S", "H", "H", "H", "H", "H", "H", "H", "H", "H", "H", "H", "H", "H", "H", "H", "H", "H", "H", "C", "C", "N", "O", "C", "C", "N", "O", "H", "H", "H", "H", "H", "H", "H", "C", "C", "N", "C", "C", "N", "C", "C", "H", "H", "H", "H", "H", "H", "H", "H", "H", "H", "H", "H", "H", "C", "Te", "C", "C", "C", "C", "C", "C", "C", "H", "H", "H", "H", "H", "H", "H", "H"], "coordinates": [[-0.145, -0.098, -0.578], [2.471, 0.123, 1.488], [2.375, 1.021, 0.337], [3.498, 0.788, -0.589], [3.122, 1.086, -2.027], [2.302, -0.008, -2.579], [1.560, 0.436, -3.766], [3.119, -1.171, -2.889], [4.158, -1.027, -3.811], [4.985, -2.080, -4.154], [4.774, -3.318, -3.559], [3.745, -3.474, -2.654], [2.890, -2.418, -2.299], [1.572, -2.755, -1.170], [2.245, 2.419, 0.723], [3.074, 2.908, 1.732], [2.988, 4.210, 2.191], [2.044, 5.055, 1.616], [1.230, 4.588, 0.606], [1.301, 3.271, 0.113], [0.234, 2.849, -1.221], [3.426, 0.185, 2.025], [2.366, -0.909, 1.133], [1.670, 0.356, 2.196], [3.781, -0.266, -0.514], [4.365, 1.390, -0.290], [4.035, 1.243, -2.614], [2.532, 2.002, -2.069], [2.220, 0.731, -4.593], [0.951, 1.300, -3.494], [0.917, -0.373, -4.114], [4.321, -0.063, -4.276], [5.781, -1.935, -4.873], [5.409, -4.160, -3.806], [3.564, -4.436, -2.191], [3.814, 2.251, 2.174], [3.646, 4.554, 2.978], [1.940, 6.076, 1.961], [0.487, 5.239, 0.161], [-3.270, -1.672, -4.078], [-2.736, -1.585, -2.681], [-1.537, -1.925, -2.383], [-0.766, -2.322, -3.471], [-3.585, -1.129, -1.552], [-5.069, -1.334, -1.581], [-2.950, -0.624, -0.538], [-3.609, -0.305, 0.551], [-2.551, -1.234, -4.770], [-4.225, -1.162, -4.169], [-3.393, -2.716, -4.371], [0.059, -2.603, -3.019], [-5.324, -2.371, -1.817], [-5.555, -0.697, -2.323], [-5.462, -1.078, -0.599], [-2.504, -3.658, 2.896], [-2.025, -2.302, 2.332], [-0.958, -2.518, 1.353], [0.232, -3.023, 2.035], [-0.116, -4.290, 2.851], [-1.507, -4.701, 2.462], [-1.586, -4.876, 0.971], [-1.411, -3.480, 0.341], [-3.469, -3.964, 2.496], [-2.545, -3.679, 3.984], [-1.632, -1.681, 3.136], [-2.845, -1.751, 1.861], [0.608, -2.249, 2.705], [1.000, -3.239, 1.291], [-0.123, -4.122, 3.927], [0.541, -5.128, 2.623], [-1.730, -5.583, 2.914], [-2.553, -5.326, 0.751], [-0.792, -5.566, 0.688], [-2.345, -3.109, -0.078], [-0.688, -3.535, -0.469], [-0.595, 2.922, 3.146], [-1.713, 1.261, 2.364], [-2.642, 2.716, 1.126], [-2.354, 4.051, 1.762], [-3.037, 5.193, 1.354], [-2.755, 6.425, 1.922], [-1.783, 6.524, 2.910], [-1.097, 5.391, 3.316], [-1.371, 4.151, 2.746], [0.413, 2.941, 2.730], [-0.516, 2.847, 4.231], [-3.706, 2.495, 1.077], [-2.217, 2.667, 0.124], [-3.794, 5.112, 0.583], [-3.293, 7.306, 1.598], [-1.560, 7.482, 3.362], [-0.329, 5.464, 4.078]], "mulliken_charge": [-0.59, -0.76, 1.48, -1.24, -0.77, 1.32, -1.12, -1.56, -0.38, -0.90, -0.59, -0.80, 1.16, -0.15, -1.18, -0.34, -1.12, -0.57, -0.93, 1.20, -0.30, 0.39, 0.29, 0.19, 0.72, 0.31, 0.29, 0.56, 0.33, 0.39, 0.33, 0.34, 0.39, 0.37, 0.41, 0.33, 0.38, 0.42, 0.40, -1.45, 0.73, 0.37, -0.64, -0.36, -1.76, 1.08, -0.92, 0.39, 0.38, 0.29, 0.23, 0.32, 0.39, 0.39, -0.96, -0.55, 1.45, -0.21, -0.90, 0.01, -1.09, 0.48, 0.33, 0.35, 0.38, 0.16, 0.42, -0.06, 0.30, 0.39, 0.31, 0.41, 0.31, 0.20, -0.33, -0.47, 0.20, -0.77, 0.63, -0.78, -0.58, -0.63, -0.67, 0.40, -0.19, 0.65, 0.77, 0.16, 0.47, 0.42, 0.40, 0.45], "orbital_gap_ev": 5.637, "e_lumo_ha": -0.0315, "energy_ev": -78696.1795, "homo_ev": -6.494, "charge": 0, "spin_multiplicity": 1, "de_lowest_kcal_mol": 0.0, "fmax_ha_per_bohr": 0.00958}

{"formula": "C5H12NO5P", "method": "the ωB97M-V functional and the def2-TZVPD basis", "symbols": ["C", "N", "C", "O", "P", "O", "O", "O", "C", "C", "C", "O", "H", "H", "H", "H", "H", "H", "H", "H", "H", "H", "H", "H"], "coordinates": [[1.821, -2.544, 0.437], [2.631, -1.387, 0.021], [2.205, -0.168, 0.666], [0.846, 0.139, 0.251], [0.626, 1.615, -0.369], [0.412, 2.583, 0.703], [1.860, 2.127, -1.268], [-0.593, 1.482, -1.398], [-1.884, 1.576, -0.772], [-2.207, 0.193, -0.065], [-3.799, -0.158, -0.035], [-2.839, 0.275, 1.148], [0.928, -2.290, 1.028], [2.398, -3.289, 1.007], [1.453, -3.089, -0.448], [2.457, -1.265, -0.973], [2.923, 0.641, 0.491], [2.225, -0.367, 1.748], [2.555, 2.405, -0.650], [-1.962, 2.342, 0.005], [-2.625, 1.646, -1.568], [-1.512, -0.643, -0.237], [-4.413, -0.641, 0.743], [-3.503, -1.182, -0.466]], "nbo_charge": [-0.43, -0.62, 0.08, -0.83, 2.53, -1.12, -0.97, -0.79, -0.12, 0.22, -0.49, -0.46, 0.19, 0.20, 0.20, 0.36, 0.17, 0.19, 0.51, 0.24, 0.23, 0.21, 0.31, 0.18], "orbital_gap_ev": 9.096, "smiles": "CNCO[P@@](=O)(O)OC[C@@H]1CO1", "e_lumo_ha": 0.0126, "energy_ev": -26392.8333, "homo_ev": -8.752, "charge": 0, "spin_multiplicity": 1, "de_lowest_kcal_mol": 55.8, "fmax_ha_per_bohr": 0.07184}

{"formula": "C25H37Cl2Ge", "method": "the ωB97M-V functional and the def2-TZVPD basis", "symbols": ["C", "C", "C", "C", "Ge", "C", "C", "C", "C", "C", "C", "C", "C", "H", "H", "H", "H", "H", "H", "H", "H", "H", "H", "H", "H", "H", "H", "H", "H", "H", "H", "H", "H", "H", "H", "H", "H", "H", "H", "H", "H", "Cl", "C", "C", "C", "C", "C", "C", "C", "C", "C", "Cl", "C", "C", "C", "C", "H", "H", "H", "H", "H", "H", "H", "H", "H"], "coordinates": [[0.139, -4.775, -3.126], [0.196, -3.932, -1.863], [-0.013, -2.448, -2.137], [0.013, -1.676, -0.798], [-0.274, 0.227, -1.195], [1.249, 0.969, -2.199], [2.593, 0.707, -1.489], [3.752, 1.258, -2.312], [5.093, 0.974, -1.648], [-1.874, 0.446, -2.338], [-3.182, -0.070, -1.684], [-3.669, 0.819, -0.536], [-4.934, 0.274, 0.118], [-0.290, 1.377, 0.926], [0.297, -5.815, -2.827], [-0.838, -4.695, -3.616], [0.924, -4.494, -3.839], [-0.580, -4.255, -1.159], [1.172, -4.046, -1.377], [0.783, -2.096, -2.820], [-0.976, -2.305, -2.664], [-0.777, -1.988, -0.095], [0.977, -1.753, -0.271], [1.182, 0.457, -3.170], [1.056, 2.042, -2.371], [2.629, 1.177, -0.492], [2.765, -0.374, -1.340], [3.717, 0.792, -3.305], [3.612, 2.338, -2.439], [5.879, 1.427, -2.261], [5.155, 1.390, -0.632], [5.272, -0.108, -1.587], [-1.916, 1.520, -2.586], [-1.607, -0.136, -3.234], [-3.949, -0.081, -2.482], [-3.081, -1.110, -1.316], [-2.889, 0.927, 0.232], [-3.861, 1.830, -0.927], [-5.292, 0.997, 0.859], [-5.719, 0.113, -0.634], [-4.748, -0.675, 0.642], [-5.084, -1.094, 3.838], [-3.623, -0.242, 3.535], [-3.628, 1.152, 3.380], [-2.466, 1.803, 2.966], [-1.316, 1.070, 2.671], [-0.207, 1.778, 1.919], [1.254, 1.664, 2.327], [2.047, 2.806, 2.207], [3.442, 2.721, 2.237], [4.049, 1.466, 2.421], [5.751, 1.295, 2.285], [3.262, 0.337, 2.683], [1.864, 0.452, 2.696], [-1.288, -0.307, 2.918], [-2.432, -0.964, 3.374], [-4.557, 1.695, 3.544], [-2.452, 2.888, 2.850], [-0.448, 2.848, 1.856], [1.556, 3.771, 2.048], [4.076, 3.595, 2.090], [3.737, -0.632, 2.866], [1.270, -0.409, 2.982], [-0.378, -0.883, 2.748], [-2.415, -2.040, 3.552]], "nbo_charge": [-0.61, -0.38, -0.41, -0.87, 1.78, -0.87, -0.42, -0.39, -0.61, -0.85, -0.42, -0.40, -0.61, 0.14, 0.23, 0.21, 0.21, 0.20, 0.20, 0.21, 0.21, 0.25, 0.25, 0.26, 0.25, 0.21, 0.20, 0.20, 0.20, 0.22, 0.21, 0.21, 0.25, 0.27, 0.23, 0.20, 0.19, 0.21, 0.22, 0.22, 0.21, 0.04, -0.05, -0.24, -0.14, -0.06, -0.37, -0.06, -0.14, -0.24, -0.04, 0.04, -0.22, -0.20, -0.22, -0.21, 0.24, 0.22, 0.24, 0.21, 0.24, 0.24, 0.21, 0.21, 0.24], "orbital_gap_ev": 6.040, "e_lumo_ha": -0.2052, "energy_ev": -108078.9806, "homo_ev": -11.625, "charge": 1, "spin_multiplicity": 1, "fmax_ha_per_bohr": 0.05558}

{"formula": "H6O3", "method": "the ωB97M-V functional and the def2-TZVPD basis", "symbols": ["H", "H", "H", "H", "H", "H", "O", "O", "O"], "coordinates": [[2.627, -0.237, 0.481], [1.061, -0.576, -0.079], [0.224, 1.129, -0.041], [-1.039, 2.356, 0.263], [-1.586, -1.695, 0.618], [-1.573, -0.588, -0.529], [1.938, -0.126, -0.262], [-0.834, 1.135, -0.228], [-0.818, -1.399, -0.223]], "nbo_charge": [0.49, 0.51, 0.51, 0.46, 0.47, 0.51, -0.99, -0.98, -0.97], "orbital_gap_ev": 10.970, "e_lumo_ha": 0.0039, "energy_ev": -6236.4430, "homo_ev": -10.863, "charge": 0, "spin_multiplicity": 1, "de_lowest_kcal_mol": 87.9, "fmax_ha_per_bohr": 0.15701}

{"formula": "C23H53BO15Si2", "method": "the ωB97M-V functional and the def2-TZVPD basis", "symbols": ["C", "C", "C", "C", "C", "C", "Si", "O", "Si", "B", "O", "O", "C", "H", "H", "H", "H", "H", "H", "H", "H", "H", "H", "H", "H", "H", "H", "H", "H", "H", "H", "H", "H", "H", "C", "C", "O", "C", "O", "O", "C", "H", "H", "H", "H", "H", "H", "H", "H", "C", "C", "O", "C", "O", "O", "C", "H", "H", "H", "H", "H", "H", "H", "H", "C", "C", "O", "C", "O", "O", "C", "H", "H", "H", "H", "H", "H", "H", "H", "C", "C", "O", "C", "O", "O", "C", "H", "H", "H", "H", "H", "H", "H", "H"], "coordinates": [[2.128, 3.299, 2.662], [1.465, 4.493, 1.756], [-0.172, 4.570, 1.790], [-0.944, 3.202, 1.322], [-0.939, 2.915, -0.292], [0.435, 2.238, -0.875], [0.822, 0.470, -0.217], [-0.621, -0.511, 0.039], [-0.695, -0.873, 1.776], [0.287, -2.477, 2.260], [-0.476, -3.632, 2.837], [1.762, -2.648, 2.137], [2.470, -2.019, 3.264], [2.179, 3.659, 3.797], [1.539, 2.288, 2.666], [3.265, 3.100, 2.361], [1.854, 5.520, 2.224], [1.867, 4.507, 0.632], [-0.490, 4.761, 2.924], [-0.553, 5.540, 1.209], [-0.545, 2.327, 1.988], [-2.089, 3.347, 1.629], [-1.102, 3.937, -0.885], [-1.858, 2.201, -0.539], [1.404, 2.882, -0.745], [0.276, 2.129, -2.053], [1.849, -0.169, -1.041], [1.437, 0.636, 1.124], [-2.083, -1.096, 2.254], [-0.125, 0.212, 2.611], [-1.444, -3.394, 2.733], [3.264, -2.705, 3.792], [3.075, -1.091, 2.829], [1.726, -1.662, 4.122], [4.554, -4.476, 2.107], [4.947, -3.597, 0.931], [6.286, -3.105, 1.072], [7.272, -4.009, 0.858], [7.122, -5.184, 0.554], [8.465, -3.392, 1.062], [9.586, -4.268, 0.972], [4.695, -3.940, 3.051], [3.511, -4.789, 2.026], [5.177, -5.375, 2.161], [4.291, -2.721, 0.905], [4.827, -4.119, -0.025], [9.600, -4.799, 0.015], [9.573, -4.975, 1.807], [10.496, -3.665, 1.043], [-5.921, 1.356, -5.231], [-4.612, 1.221, -5.990], [-3.486, 1.299, -5.107], [-3.269, 0.209, -4.333], [-3.932, -0.819, -4.327], [-2.194, 0.460, -3.540], [-1.924, -0.575, -2.596], [-5.930, 2.277, -4.640], [-6.770, 1.366, -5.919], [-6.063, 0.529, -4.527], [-4.520, 2.056, -6.692], [-4.577, 0.298, -6.580], [-1.804, -1.544, -3.092], [-2.725, -0.617, -1.852], [-0.988, -0.333, -2.084], [-7.426, -5.167, 5.645], [-7.033, -4.288, 4.469], [-5.695, -3.796, 4.610], [-4.709, -4.700, 4.397], [-4.859, -5.875, 4.092], [-3.516, -4.083, 4.600], [-2.394, -4.959, 4.510], [-7.286, -4.631, 6.589], [-8.470, -5.480, 5.564], [-6.804, -6.066, 5.699], [-7.690, -3.413, 4.444], [-7.154, -4.810, 3.513], [-2.381, -5.490, 3.553], [-2.408, -5.666, 5.345], [-1.485, -4.356, 4.581], [0.601, 3.302, -5.612], [-0.206, 4.326, -4.831], [0.648, 5.219, -4.105], [1.298, 6.146, -4.848], [1.216, 6.289, -6.061], [2.081, 6.883, -4.017], [2.904, 7.831, -4.696], [1.285, 2.764, -4.948], [-0.057, 2.582, -6.105], [1.220, 3.779, -6.379], [-0.820, 3.805, -4.090], [-0.889, 4.885, -5.479], [2.307, 8.493, -5.330], [3.662, 7.308, -5.286], [3.410, 8.441, -3.943]], "mulliken_charge": [-0.71, -0.29, -0.75, -0.13, -0.37, -0.01, 0.64, -0.08, 0.09, 0.36, -0.50, -0.07, -0.59, 0.32, 0.05, 0.24, 0.33, 0.15, 0.30, 0.27, -0.15, 0.29, 0.25, 0.16, 0.07, -0.06, -0.29, -0.13, -0.22, -0.10, 0.25, 0.18, 0.22, 0.31, -1.01, 0.08, -0.35, 0.73, -0.56, -0.34, -0.62, 0.21, 0.27, 0.41, 0.11, 0.30, 0.29, 0.29, 0.23, -1.11, -0.19, -0.28, 0.57, -0.58, -0.17, -0.43, 0.28, 0.36, 0.32, 0.29, 0.31, 0.45, 0.29, -0.19, -1.09, -0.17, -0.34, 0.76, -0.56, -0.32, -0.62, 0.29, 0.35, 0.31, 0.28, 0.30, 0.34, 0.39, 0.12, -1.15, -0.10, -0.25, 0.66, -0.57, -0.31, -0.64, 0.31, 0.31, 0.38, 0.21, 0.35, 0.29, 0.29, 0.22], "orbital_gap_ev": 9.923, "e_lumo_ha": -0.0047, "energy_ev": -71854.7490, "homo_ev": -10.050, "charge": 0, "spin_multiplicity": 1, "fmax_ha_per_bohr": 0.09359}

{"formula": "C3H3O2Ru", "method": "the ωB97M-V functional and the def2-TZVPD basis", "symbols": ["O", "C", "C", "C", "H", "H", "H", "O", "Ru"], "coordinates": [[-0.894, -0.478, 0.491], [0.697, 1.102, -0.477], [0.009, -1.510, -0.026], [0.372, -0.129, -0.073], [1.672, 1.659, -0.235], [-0.364, -2.010, -0.924], [0.405, -2.165, 0.755], [-0.069, 2.101, -0.026], [-1.828, 1.431, 0.514]], "nbo_charge": [-0.57, 0.05, -0.06, 0.27, 0.29, 0.25, 0.26, -0.59, 1.10], "orbital_gap_ev": [7.525, 7.118], "s_squared": 12.028, "e_lumo_ha": [-0.1570, -0.2808], "energy_ev": -9819.5652, "homo_ev": [-11.797, -14.759], "charge": 1, "spin_multiplicity": 7, "de_lowest_kcal_mol": 39.1, "fmax_ha_per_bohr": 0.11326}